No. 1
Molecular formula: C6H6O3
Method: DFT, wB97M-V/def2-TZVPD

Geometry as XYZ:
```
15
C6H6O3 wB97M-V/def2-TZVPD
C -1.46 0.12 0.25
C -0.58 0.65 -0.85
C -0.59 -1.13 -0.22
C 0.88 -0.70 0.23
C 0.79 0.61 -0.26
C 1.85 1.46 -0.22
H -2.09 0.51 2.07
H -2.47 -0.13 -0.31
H -0.79 1.69 -1.33
H -0.85 -2.12 -0.19
H 2.05 2.60 -0.31
H 2.70 0.99 0.20
O -1.46 0.77 1.44
O -0.70 -0.61 -1.53
O 1.68 -1.36 0.87
```

Total energy = -12457.7053 eV
Energy relative to the best compared isomer or geometry (same formula, charge and spin) = 327.9 kJ/mol
LUMO level = -0.1063 eV
E_HOMO = -9.165 eV

In the Mulliken picture, each atom carries the following charge in e:
1. C -0.14
2. C 0.25
3. C -0.27
4. C 0.44
5. C -0.01
6. C -0.89
7. H 0.34
8. H 0.23
9. H 0.41
10. H 0.62
11. H 0.26
12. H 0.31
13. O -0.47
14. O -0.46
15. O -0.62

No. 2
Molecular formula: C6H6O3S
Method: DFT, wB97M-V/def2-TZVPD

Geometry as XYZ:
```
16
C6H6O3S wB97M-V/def2-TZVPD
C -2.43 1.01 0.21
C -1.25 0.90 0.09
C 0.12 0.79 -0.04
C 0.90 -0.44 -0.09
C 0.40 -1.82 -0.05
S 2.59 0.12 -0.01
O 3.00 0.09 1.38
O 3.41 -0.52 -1.00
O 2.36 1.65 -0.35
C 0.99 1.98 -0.15
H -3.43 1.06 -0.12
H 0.38 -2.32 -1.09
H -0.63 -1.72 0.35
H 0.95 -2.54 0.63
H 0.80 2.59 -0.95
H 0.88 2.60 0.84
```

SMILES string = C#CC1=C(C)S(=O)(=O)OC1
Total energy = -23293.0426 eV
Energy relative to the best compared isomer or geometry (same formula, charge and spin) = 318.0 kJ/mol
LUMO level = -0.6041 eV
E_HOMO = -9.563 eV

In the Mulliken picture, each atom carries the following charge in e:
1. C 0.04
2. C -1.08
3. C 0.61
4. C 0.40
5. C -1.07
6. S 1.11
7. O -0.59
8. O -0.59
9. O -0.32
10. C -0.40
11. H 0.40
12. H 0.26
13. H 0.35
14. H 0.30
15. H 0.36
16. H 0.24